(1)
Below is a molecular structure, C40H37N3P2RuSe4 at a distorted geometry, with properties calculated with ωB97M-V with the def2-TZVPD basis set.

Results
- Highest occupied orbital energy (spin up / spin down): -9.243 / -9.242 eV
- Lowest unoccupied orbital energy (spin up / spin down): -2.2018 / -4.8123 eV
- Energy relative to the best compared isomer or geometry (same formula, charge and spin): 59.3 kJ/mol
- ⟨S²⟩: 8.77
- Spin multiplicity: 6
- Net charge: +1

Each line ends with the Löwdin spin population.
CARTESIAN COORDINATES (ANGSTROEM)
Ru: -2.460 -1.744 -0.189  3.611
Se: 4.846 -2.209 -0.268  0.003
P: 3.464 -0.587 -0.278  0.001
C: 3.441 0.275 1.328  0.001
C: 4.628 0.826 1.801  0.000
C: 4.639 1.512 3.001  0.000
C: 3.479 1.601 3.754  0.000
C: 2.321 0.974 3.327  0.000
C: 2.295 0.312 2.114  0.000
C: 3.859 0.554 -1.651  0.000
C: 3.284 0.316 -2.896  0.000
C: 3.654 1.081 -3.988  0.000
C: 4.624 2.059 -3.853  0.000
C: 5.214 2.286 -2.620  0.000
C: 4.834 1.537 -1.520  0.000
C: 1.798 -1.165 -0.554  0.010
C: 0.552 -0.577 -0.831  0.021
N: -0.312 -1.608 -0.860  0.126
N: 0.337 -2.724 -0.613  0.021
N: 1.596 -2.483 -0.427  0.015
P: -0.168 1.044 -1.124  0.033
Se: -2.304 0.869 -1.128  0.214
C: 0.334 1.646 -2.760  0.006
C: 0.614 2.989 -2.974  0.003
C: 0.800 3.446 -4.266  0.000
C: 0.691 2.575 -5.339  0.002
C: 0.417 1.233 -5.124  0.000
C: 0.224 0.770 -3.836  0.002
C: 0.441 2.158 0.179  0.004
C: -0.379 2.405 1.274  0.002
C: 0.057 3.246 2.280  0.000
C: 1.308 3.837 2.188  0.000
C: 2.139 3.568 1.111  0.000
C: 1.712 2.722 0.104  0.000
H: 5.539 0.706 1.232  0.000
H: 5.552 1.962 3.357  0.000
H: 3.482 2.158 4.677  0.000
H: 1.434 0.997 3.943  0.000
H: 1.382 -0.164 1.782  0.000
H: 2.542 -0.464 -3.008  0.000
H: 3.197 0.906 -4.951  0.000
H: 4.920 2.648 -4.707  0.000
H: 5.986 3.034 -2.521  0.000
H: 5.287 1.730 -0.561  0.000
H: 0.664 3.670 -2.137  0.000
H: 1.014 4.490 -4.442  0.000
H: 0.787 2.946 -6.349  0.000
H: 0.345 0.558 -5.964  0.000
H: -0.033 -0.268 -3.666  0.000
H: -1.358 1.945 1.333  0.001
H: -0.572 3.439 3.137  0.000
H: 1.630 4.522 2.956  0.000
H: 3.122 4.014 1.061  0.000
H: 2.348 2.501 -0.742  0.000
C: -6.094 -2.576 -0.416  0.026
Se: -4.679 -1.850 -1.554  0.148
C: -4.368 -3.370 -2.788  0.022
C: -3.607 -4.535 -2.188  0.015
Se: -1.814 -4.008 -1.504  0.170
C: -1.612 -5.441 -0.210  0.025
H: -6.955 -2.828 -1.034  0.004
H: -6.358 -1.768 0.265  0.000
H: -5.755 -3.439 0.153  0.001
H: -3.818 -2.925 -3.624  0.000
H: -5.351 -3.693 -3.145  0.003
H: -3.449 -5.284 -2.966  0.004
H: -4.156 -4.990 -1.361  0.000
H: -1.803 -6.393 -0.702  0.005
H: -2.308 -5.288 0.614  0.002
H: -0.581 -5.400 0.134  0.000
C: -3.892 1.383 4.292  -0.006
C: -4.269 1.267 2.948  0.013
C: -3.807 0.227 2.186  0.013
C: -2.916 -0.726 2.720  0.056
C: -2.359 -1.770 1.924  0.209
C: -1.512 -2.687 2.525  0.104
C: -1.216 -2.621 3.895  0.007
C: -1.723 -1.603 4.660  0.058
C: -2.568 -0.628 4.095  0.007
C: -3.076 0.442 4.858  0.012
H: -4.261 2.205 4.884  -0.001
H: -4.928 2.005 2.516  0.001
H: -4.107 0.117 1.140  0.011
H: -1.053 -3.487 1.944  0.010
H: -0.573 -3.369 4.335  0.000
H: -1.484 -1.533 5.711  0.003
H: -2.800 0.494 5.902  0.001

(2)
Below is 17 unconnected molecules or ions with the total composition C15H63NO17 at a distorted geometry, with properties calculated with ωB97M-V with the def2-TZVPD basis set.

Results
- Highest occupied orbital energy (spin up / spin down): 0.312 / -6.096 eV
- Lowest unoccupied orbital energy (spin up / spin down): 1.9113 / 1.9886 eV
- ⟨S²⟩: 0.75
- Spin multiplicity: 2
- Net charge: -1

Each line ends with the Löwdin spin population.
CARTESIAN COORDINATES (ANGSTROEM)
C: -4.128 -3.987 -0.619  0.014
C: -5.241 -3.093 -0.058  0.025
O: -6.425 -3.832 0.184  0.007
H: -4.110 -4.957 -0.123  0.003
H: -3.161 -3.586 -0.314  0.005
H: -4.194 -4.098 -1.702  0.001
H: -5.500 -2.363 -0.825  0.003
H: -4.955 -2.596 0.869  0.021
H: -6.814 -4.089 -0.655  0.001
C: -4.112 3.795 0.955  0.037
C: -3.664 4.227 -0.405  0.012
O: -2.321 4.710 -0.408  0.006
H: -4.180 4.631 1.651  0.005
H: -3.520 2.995 1.400  0.013
H: -5.111 3.429 0.721  0.007
H: -4.296 4.929 -0.949  0.001
H: -3.791 3.279 -0.928  0.003
H: -2.050 4.707 -1.329  0.004
C: -3.556 -0.789 -4.144  0.006
C: -3.878 -2.262 -4.296  0.004
O: -5.264 -2.398 -4.476  0.002
H: -4.314 -0.349 -3.495  0.002
H: -3.682 -0.306 -5.112  0.001
H: -2.604 -0.615 -3.642  0.001
H: -3.504 -2.630 -3.341  0.001
H: -3.270 -2.683 -5.097  0.001
H: -5.450 -3.310 -4.712  0.001
O: 2.070 0.813 -4.248  0.003
H: 1.402 0.358 -4.761  0.001
H: 1.732 0.805 -3.353  0.001
O: 2.732 3.925 3.668  0.021
H: 3.392 3.308 3.984  0.010
H: 1.985 3.376 3.430  0.004
O: 2.353 4.924 -1.829  0.002
H: 2.043 4.845 -0.926  0.001
H: 3.041 4.262 -1.905  0.001
O: 3.642 0.638 4.506  0.038
H: 4.294 1.305 4.292  0.015
H: 3.048 1.070 5.120  0.012
O: -1.559 -1.363 4.605  0.132
H: -1.860 -2.029 5.224  0.037
H: -2.353 -0.892 4.354  0.050
O: 6.808 -0.171 -0.169  0.019
H: 7.453 -0.587 -0.741  0.003
H: 7.147 -0.310 0.715  0.005
O: 0.719 1.877 2.956  0.039
H: 0.210 2.486 2.421  0.003
H: 1.033 1.219 2.336  0.002
O: 6.029 -0.424 2.840  0.039
H: 5.979 -0.076 3.730  0.010
H: 6.960 -0.602 2.704  0.009
O: -1.472 -5.104 2.830  0.056
H: -1.343 -5.421 3.724  0.017
H: -1.425 -4.151 2.904  0.019
O: 2.156 4.838 1.088  0.007
H: 1.213 4.680 1.119  0.002
H: 2.449 4.727 1.993  0.002
O: -0.451 3.992 1.619  0.023
H: -1.005 4.158 2.381  0.011
H: -1.031 4.117 0.868  0.003
O: 3.913 -1.055 -5.303  0.003
H: 3.463 -0.445 -4.718  0.000
H: 4.143 -1.798 -4.745  0.001
O: -0.527 -4.417 -2.519  0.014
H: 0.271 -4.909 -2.714  0.003
H: -0.686 -4.576 -1.588  0.005
C: -0.134 -1.160 -1.373  0.004
C: -0.102 -0.372 -0.052  0.003
C: -0.191 -1.373 1.194  0.018
C: 1.179 -2.089 1.338  0.019
C: 2.349 -1.149 1.369  0.014
C: 2.407 -0.049 0.266  0.002
N: 1.073 0.564 0.053  0.002
O: 1.034 1.575 -0.862  0.004
C: 3.386 0.962 0.843  0.015
C: 2.925 -0.649 -1.112  0.006
C: -1.402 0.493 0.080  0.014
H: 0.110 -0.680 -2.321  0.001
H: -1.134 -1.518 -1.617  0.001
H: 0.522 -2.027 -1.309  0.001
H: -0.364 -0.835 2.127  0.011
H: -1.016 -2.077 1.085  0.010
H: 1.341 -2.892 0.620  0.004
H: 1.288 -2.587 2.302  0.013
H: 3.324 -1.622 1.255  0.004
H: 2.382 -0.612 2.317  0.004
H: 3.590 1.708 0.075  0.002
H: 2.943 1.395 1.740  0.004
H: 4.379 0.575 1.072  0.004
H: 2.740 0.116 -1.867  0.000
H: 4.011 -0.742 -1.135  0.002
H: 2.535 -1.645 -1.323  0.002
H: -1.728 1.006 -0.825  0.002
H: -1.334 1.332 0.772  0.005
H: -2.190 -0.121 0.518  0.014
H: 1.198 2.315 -0.272  0.003

(3)
Below is a single C19H24N4O4S2 molecule at a distorted geometry, with properties calculated with ωB97M-V with the def2-TZVPD basis set.

Results
- Structure (SMILES): CCCc1cc(=O)[nH]c(SCC(=O)N2CCN(S(=O)(=O)c3ccccc3)CC2)n1
- Highest occupied orbital energy: -8.492 eV
- Lowest unoccupied orbital energy: 0.4000 eV
- Energy relative to the best compared isomer or geometry (same formula, charge and spin): 27.1 kJ/mol
- Spin multiplicity: 1

Each line ends with the natural charge from an NBO analysis.
CARTESIAN COORDINATES (ANGSTROEM)
C: -5.810 -1.302 -1.868  -0.601
C: -4.751 -1.611 -0.818  -0.379
C: -3.339 -1.340 -1.353  -0.446
C: -2.321 -1.587 -0.290  0.304
C: -1.525 -2.690 -0.235  -0.390
C: -0.560 -2.851 0.814  0.640
O: 0.253 -3.746 0.953  -0.638
N: -0.602 -1.816 1.762  -0.598
C: -1.365 -0.724 1.570  0.356
S: -1.132 0.619 2.672  0.242
C: -2.059 1.903 1.775  -0.615
C: -1.510 2.247 0.396  0.689
O: -2.219 2.140 -0.582  -0.608
N: -0.261 2.758 0.313  -0.445
C: 0.690 2.951 1.377  -0.229
C: 1.867 1.973 1.205  -0.241
N: 2.193 1.781 -0.194  -0.677
S: 1.779 0.250 -0.790  2.306
O: 0.628 -0.268 -0.101  -0.967
O: 1.736 0.347 -2.217  -0.930
C: 3.216 -0.694 -0.300  -0.257
C: 4.462 -0.136 -0.515  -0.197
C: 5.595 -0.854 -0.171  -0.217
C: 5.468 -2.121 0.378  -0.190
C: 4.214 -2.674 0.581  -0.194
C: 3.077 -1.958 0.239  -0.219
C: 1.779 2.876 -1.045  -0.247
C: 0.256 3.047 -1.018  -0.240
N: -2.243 -0.602 0.644  -0.553
H: -6.805 -1.497 -1.474  0.208
H: -5.664 -1.920 -2.752  0.200
H: -5.754 -0.258 -2.165  0.206
H: -4.915 -0.990 0.064  0.206
H: -4.827 -2.658 -0.513  0.196
H: -3.268 -0.290 -1.643  0.242
H: -3.141 -1.973 -2.218  0.207
H: -1.551 -3.447 -1.002  0.232
H: 0.099 -1.835 2.493  0.422
H: -3.071 1.525 1.630  0.280
H: -2.071 2.776 2.428  0.243
H: 0.229 2.801 2.351  0.227
H: 1.055 3.984 1.323  0.194
H: 2.750 2.351 1.734  0.200
H: 1.602 0.996 1.613  0.231
H: 4.526 0.850 -0.948  0.230
H: 6.574 -0.429 -0.334  0.219
H: 6.352 -2.681 0.644  0.218
H: 4.112 -3.663 1.000  0.226
H: 2.095 -2.380 0.380  0.258
H: 2.296 3.779 -0.709  0.200
H: 2.101 2.635 -2.057  0.251
H: -0.212 2.341 -1.710  0.248
H: -0.026 4.064 -1.315  0.199

(4)
Below is a single C27H26N2O7 molecule, with properties calculated with ωB97M-V with the def2-TZVPD basis set.

Results
- Structure (SMILES): C=CCN1C(=O)[C@]2(/C(=C(\O)c3ccc4c(c3)OCCO4)C(=O)C(=O)N2CCCOC)c2ccccc21
- Highest occupied orbital energy: -8.528 eV
- Lowest unoccupied orbital energy: -0.2311 eV
- Energy relative to the best compared isomer or geometry (same formula, charge and spin): 254.6 kJ/mol
- Spin multiplicity: 1

Each line ends with the natural charge from an NBO analysis.
CARTESIAN COORDINATES (ANGSTROEM)
C: 3.705 -3.305 0.664  -0.372
C: 2.796 -2.980 1.562  -0.189
C: 1.369 -3.442 1.510  -0.261
N: 0.464 -2.314 1.476  -0.451
C: -0.061 -1.834 0.314  0.703
O: 0.081 -2.323 -0.779  -0.591
C: -0.860 -0.550 0.650  0.062
C: -0.306 0.614 -0.139  -0.214
C: 1.012 0.926 -0.147  0.418
O: 1.864 0.159 0.571  -0.657
C: 1.587 2.045 -0.898  -0.071
C: 2.748 1.842 -1.647  -0.222
C: 3.288 2.875 -2.384  -0.243
C: 2.706 4.137 -2.356  0.228
C: 1.585 4.364 -1.545  0.287
C: 1.022 3.313 -0.839  -0.215
O: 1.027 5.603 -1.412  -0.487
C: 1.820 6.646 -1.935  -0.098
C: 2.402 6.240 -3.288  -0.100
O: 3.249 5.121 -3.131  -0.476
C: -1.357 1.147 -0.994  0.458
O: -1.299 2.043 -1.805  -0.506
C: -2.603 0.324 -0.674  0.579
O: -3.719 0.482 -1.115  -0.580
N: -2.244 -0.606 0.243  -0.418
C: -3.209 -1.485 0.872  -0.216
C: -3.837 -2.479 -0.104  -0.444
C: -2.860 -3.564 -0.566  -0.071
O: -3.486 -4.604 -1.284  -0.537
C: -3.840 -4.263 -2.602  -0.250
C: -0.658 -0.441 2.137  -0.091
C: -1.123 0.495 3.031  -0.171
C: -0.777 0.355 4.371  -0.236
C: 0.019 -0.698 4.787  -0.185
C: 0.495 -1.645 3.888  -0.283
C: 0.146 -1.505 2.559  0.253
H: 4.721 -2.954 0.727  0.199
H: 3.470 -3.946 -0.170  0.198
H: 3.038 -2.325 2.389  0.198
H: 1.190 -4.021 0.601  0.243
H: 1.130 -4.056 2.385  0.210
H: 2.772 0.471 0.446  0.502
H: 3.193 0.859 -1.708  0.215
H: 4.158 2.727 -3.003  0.231
H: 0.150 3.507 -0.240  0.240
H: 1.168 7.515 -2.027  0.206
H: 2.643 6.873 -1.242  0.179
H: 3.014 7.035 -3.715  0.205
H: 1.581 5.991 -3.974  0.186
H: -2.711 -2.008 1.692  0.207
H: -4.008 -0.859 1.286  0.221
H: -4.219 -1.922 -0.959  0.232
H: -4.680 -2.965 0.392  0.213
H: -2.417 -4.054 0.308  0.171
H: -2.055 -3.124 -1.169  0.190
H: -4.648 -3.525 -2.634  0.166
H: -2.977 -3.867 -3.150  0.168
H: -4.179 -5.184 -3.074  0.190
H: -1.743 1.314 2.698  0.223
H: -1.132 1.075 5.092  0.217
H: 0.279 -0.789 5.831  0.217
H: 1.115 -2.460 4.228  0.217

(5)
Below is 2 unconnected molecules or ions with the total composition C10H23F3NO2P at a distorted geometry, with properties calculated with ωB97M-V with the def2-TZVPD basis set.

Results
- Structure (SMILES): CCC[C@@H](C)[PH3]COC(F)(F)F.CN(C)C=O
- Highest occupied orbital energy: -8.077 eV
- Lowest unoccupied orbital energy: 0.5709 eV
- Spin multiplicity: 1

Each line ends with the natural charge from an NBO analysis.
CARTESIAN COORDINATES (ANGSTROEM)
C: 3.458 -1.594 2.257  -0.600
C: 2.623 -0.427 1.700  -0.383
C: 1.297 -0.954 1.082  -0.426
C: 0.139 -0.060 1.524  -0.524
C: 0.230 1.319 0.859  -0.644
P: -1.552 -0.878 1.281  0.820
C: -3.283 -1.706 1.136  -0.411
O: -3.945 -2.035 2.380  -0.521
C: -4.196 -1.019 3.194  1.158
F: -5.240 -1.331 3.942  -0.320
F: -4.486 0.098 2.579  -0.320
F: -3.207 -0.800 4.029  -0.326
H: 2.832 -2.227 2.877  0.195
H: 3.844 -2.161 1.416  0.201
H: 4.243 -1.206 2.898  0.204
H: 3.194 0.161 0.989  0.205
H: 2.420 0.219 2.552  0.184
H: 1.419 -0.946 0.006  0.234
H: 1.184 -1.966 1.467  0.191
H: 0.273 0.120 2.592  0.197
H: 0.475 1.244 -0.203  0.238
H: -0.686 1.899 0.985  0.196
H: 1.027 1.854 1.365  0.212
H: -2.172 0.417 1.289  -0.059
H: -1.296 -1.686 2.438  -0.054
H: -1.182 -1.391 0.004  -0.036
H: -3.127 -2.659 0.638  0.195
H: -3.927 -1.138 0.465  0.181
C: -0.240 1.607 -4.898  -0.399
N: 0.765 1.480 -3.860  -0.422
C: 2.022 2.198 -4.000  -0.418
C: 0.576 0.719 -2.771  0.533
O: 1.385 0.578 -1.870  -0.638
H: 0.165 1.258 -5.850  0.198
H: -0.538 2.652 -4.998  0.198
H: -1.117 1.013 -4.649  0.212
H: 2.852 1.491 -4.003  0.217
H: 2.154 2.877 -3.156  0.217
H: 2.022 2.765 -4.927  0.205
H: -0.408 0.216 -2.759  0.108

(6)
Below is a molecular structure, C4H10CaO3 at a distorted geometry, with properties calculated with ωB97M-V with the def2-TZVPD basis set.

Results
- Highest occupied orbital energy (spin up / spin down): -12.081 / -12.055 eV
- Lowest unoccupied orbital energy (spin up / spin down): -4.7508 / -8.1827 eV
- ⟨S²⟩: 0.75
- Spin multiplicity: 2
- Net charge: +1

Each line ends with the natural charge from an NBO analysis.
CARTESIAN COORDINATES (ANGSTROEM)
O: -0.385 -0.981 -1.045  -1.101
C: 0.480 -0.752 -2.102  -0.095
C: 1.221 0.578 -2.040  -0.077
O: 0.451 1.715 -2.365  -0.531
C: -0.484 2.124 -1.397  -0.226
H: -0.071 -0.781 -3.063  0.184
H: 1.257 -1.540 -2.165  0.159
H: 2.044 0.558 -2.770  0.213
H: 1.665 0.700 -1.032  0.128
H: -0.303 3.156 -1.060  0.189
H: -1.514 2.058 -1.791  0.193
H: -0.390 1.445 -0.536  0.108
O: -1.001 -0.875 2.961  -0.449
C: -0.631 -1.417 4.138  -0.313
Ca: -0.520 -1.106 0.880  1.852
H: 0.380 -1.853 4.131  0.205
H: -0.854 -0.748 4.984  0.258
H: -1.344 -2.281 4.272  0.303

Number 1: energy -12093.76186 Eh. Number 2: energy -1943.00985 Eh. Number 3: energy -2054.80602 Eh. Number 4: energy -1680.65355 Eh. Number 5: energy -1240.91978 Eh. Number 6: energy -1061.40551 Eh.